Record 1
The molecule C2H4FN in a non-equilibrium geometry, computed with ωB97M-V with the def2-TZVPD basis set.

Geometry as XYZ:
```
8
Properties=species:S:1:pos:R:3:nbo_charge:R:1
C -0.96 0.11 0.18 -0.67
C 0.47 -0.04 -0.19 0.04
N 1.46 0.20 0.58 -0.02
F 2.57 -0.30 0.11 -0.22
H -1.43 0.18 -0.83 0.22
H -1.23 1.00 0.76 0.24
H -1.47 -0.76 0.65 0.24
H 0.58 -0.38 -1.27 0.18
```

For the energy above the lowest of the compared OMol25 structures with the same formula, charge and spin, the calculation gives 221.5 kJ/mol. The HOMO energy comes out at -10.513 eV. Its LUMO energy is 1.06 eV. Its total energy is -233.12681 Ha. The largest force on an atom is 4.458 eV Å⁻¹. The SMILES is C/C=N/F. The charge is 0.



Record 2
The molecule C4H6N2O, computed with ωB97M-V with the def2-TZVPD basis set.

Geometry as XYZ:
```
13
Properties=species:S:1:pos:R:3:nbo_charge:R:1
C -0.51 2.09 0.61 -0.71
C 0.10 1.18 -0.41 0.40
N -0.58 0.42 -1.14 -0.36
C -0.50 -0.89 -1.04 -0.24
C 0.46 -1.32 -0.08 0.50
O 0.81 -2.61 0.04 -0.66
N 1.02 -0.38 0.61 -0.71
H -0.34 3.15 0.42 0.23
H -0.03 1.81 1.55 0.26
H -1.59 1.91 0.70 0.21
H -1.05 -1.54 -1.70 0.20
H 0.35 -3.12 -0.65 0.49
H 1.86 -0.70 1.09 0.38
```

For the energy above the lowest of the compared OMol25 structures with the same formula, charge and spin, the calculation gives 298.6 kJ/mol. The HOMO energy comes out at -7.937 eV. Its LUMO energy is 0.66 eV. Its total energy is -340.68119 Ha. The largest force on an atom is 0.604 eV Å⁻¹. The charge is 0.



Record 3
A cluster of 2 separate species, C5H13NO2 in total in a non-equilibrium geometry, computed with ωB97M-V with the def2-TZVPD basis set.

Geometry as XYZ:
```
21
Properties=species:S:1:pos:R:3:nbo_charge:R:1
C 0.00 0.00 0.00 -0.61
C -0.82 0.45 -1.20 -0.23
N -2.00 -0.37 -1.41 -0.62
C -2.75 -0.17 -2.51 0.70
O -2.40 0.55 -3.44 -0.63
C -3.98 -1.04 -2.62 -0.50
C -5.17 -0.25 -3.06 -0.60
H 0.89 0.65 -0.02 0.22
H 0.33 -1.05 -0.04 0.21
H -0.53 0.17 0.95 0.20
H -1.15 1.50 -1.11 0.20
H -0.06 0.41 -2.01 0.22
H -2.46 -0.99 -0.74 0.41
H -3.65 -1.83 -3.31 0.25
H -4.31 -1.53 -1.68 0.20
H -6.01 -0.91 -3.34 0.21
H -4.94 0.42 -3.90 0.23
H -5.48 0.36 -2.20 0.20
O -0.99 -0.94 -4.36 -0.97
H -0.70 -1.71 -3.83 0.44
H -1.38 -0.31 -3.70 0.45
```

For the energy above the lowest of the compared OMol25 structures with the same formula, charge and spin, the calculation gives 142.6 kJ/mol. The HOMO energy comes out at -9.855 eV. Its LUMO energy is 0.66 eV. Its total energy is -403.52231 Ha. The largest force on an atom is 3.034 eV Å⁻¹. The SMILES is CCNC(=O)CC.O. The charge is 0.



Record 4
A structure of composition C6H6O2 in a non-equilibrium geometry, computed with ωB97M-V with the def2-TZVPD basis set.

Geometry as XYZ:
```
14
Properties=species:S:1:pos:R:3:nbo_charge:R:1
C -0.37 0.92 -0.05 0.48
C 0.37 0.49 1.12 -0.36
C 1.54 -0.15 0.48 -0.37
C 0.64 -1.25 -0.16 -0.32
C -0.07 -0.97 1.27 -0.36
C -0.40 -0.44 -0.91 0.48
H 0.40 1.23 2.09 0.25
H 2.05 -0.88 1.22 0.23
H 2.26 0.68 -0.16 0.22
H 1.13 -2.25 -0.56 0.27
H 0.45 -1.58 2.12 0.24
H -1.11 -1.16 1.30 0.22
O -0.56 2.20 -0.38 -0.51
O -1.38 -0.65 -1.69 -0.49
```

For the energy above the lowest of the compared OMol25 structures with the same formula, charge and spin, the calculation gives 352.1 kJ/mol. The HOMO energy comes out at -9.420 eV. Its LUMO energy is -0.29 eV. Its total energy is -382.55165 Ha. The largest force on an atom is 7.533 eV Å⁻¹. The charge is 0.



Record 5
The molecule C25H24N4O4S in a non-equilibrium geometry, computed with ωB97M-V with the def2-TZVPD basis set.

Geometry as XYZ:
```
58
Properties=species:S:1:pos:R:3:nbo_charge:R:1
C -5.24 -0.72 1.20 -0.62
C -3.72 -0.80 1.00 -0.22
N -3.33 -0.19 -0.24 -0.36
C -2.84 -0.81 -1.36 0.30
C -2.54 -2.27 -1.42 -0.11
O -1.56 -2.60 -0.46 -0.52
C -0.28 -2.09 -0.60 0.35
C 0.22 -1.65 -1.84 -0.29
C 1.53 -1.28 -1.95 -0.17
C 2.39 -1.32 -0.84 -0.09
C 3.77 -1.03 -0.96 -0.17
C 4.59 -1.07 0.13 -0.23
C 4.06 -1.38 1.39 -0.21
C 2.73 -1.67 1.54 -0.21
C 1.86 -1.69 0.43 0.03
C 0.50 -2.07 0.53 -0.07
C -0.07 -2.46 1.86 -0.65
N -2.60 0.07 -2.29 -0.28
N -2.92 1.28 -1.83 -0.29
C -3.35 1.12 -0.60 0.14
S -3.90 2.45 0.40 0.26
C -2.61 2.42 1.72 -0.62
C -1.25 1.90 1.27 0.67
O -0.65 1.10 1.95 -0.60
N -0.83 2.43 0.10 -0.64
C 0.42 2.23 -0.52 0.21
C 0.48 2.29 -1.90 -0.22
C 1.70 2.20 -2.54 -0.21
C 2.87 2.08 -1.81 -0.17
C 2.80 2.00 -0.42 -0.17
C 4.07 1.91 0.34 0.80
O 5.17 1.98 -0.15 -0.60
O 3.89 1.78 1.66 -0.68
C 1.57 2.05 0.23 -0.21
H -5.75 -1.24 0.39 0.21
H -5.57 0.31 1.23 0.22
H -5.50 -1.20 2.14 0.22
H -3.20 -0.29 1.82 0.22
H -3.39 -1.84 0.99 0.23
H -3.42 -2.86 -1.15 0.21
H -2.24 -2.53 -2.44 0.21
H -0.42 -1.60 -2.70 0.23
H 1.92 -0.96 -2.90 0.21
H 4.16 -0.78 -1.93 0.21
H 5.64 -0.86 0.03 0.22
H 4.71 -1.38 2.25 0.21
H 2.35 -1.90 2.52 0.21
H -0.11 -1.59 2.51 0.24
H -1.08 -2.85 1.73 0.23
H 0.53 -3.23 2.34 0.22
H -2.51 3.46 2.03 0.25
H -2.97 1.84 2.57 0.24
H -1.50 2.93 -0.46 0.42
H -0.43 2.40 -2.47 0.23
H 1.75 2.25 -3.62 0.22
H 3.83 2.04 -2.28 0.24
H 4.75 1.71 2.11 0.50
H 1.53 1.98 1.31 0.26
```

For the energy above the lowest of the compared OMol25 structures with the same formula, charge and spin, the calculation gives 0.0 kJ/mol. The HOMO energy comes out at -7.731 eV. Its LUMO energy is 0.38 eV. Its total energy is -1885.30343 Ha. The largest force on an atom is 1.107 eV Å⁻¹. The SMILES is CCn1c(COc2ccc3ccccc3c2C)nnc1SCC(=O)Nc1cccc(C(=O)O)c1. The charge is 0.



Record 6
The molecule C7H12N2O4S in a non-equilibrium geometry, computed with ωB97M-V with the def2-TZVPD basis set.

Geometry as XYZ:
```
26
Properties=species:S:1:pos:R:3:nbo_charge:R:1
C 0.77 -1.63 0.58 -0.42
C 0.64 -0.42 1.54 -0.40
C 2.20 -1.71 0.05 -0.49
C -0.69 0.29 1.62 -0.49
C 2.51 -0.56 -0.81 0.52
C -0.74 1.28 0.42 0.65
C -1.87 1.99 -1.61 -0.46
N 2.10 0.52 -1.20 -0.20
N -1.68 1.17 -0.44 -0.55
O -1.92 -1.15 -1.76 -0.95
O -2.74 -1.32 0.51 -0.94
O 3.44 -0.22 -1.65 -0.40
O 0.24 2.13 0.49 -0.64
S -2.80 -0.66 -0.74 1.71
H 0.55 -2.47 1.35 0.23
H 0.13 -1.61 -0.27 0.24
H 0.81 -0.81 2.50 0.21
H 1.55 0.25 1.31 0.21
H 2.93 -1.75 0.93 0.26
H 2.37 -2.65 -0.74 0.26
H -1.57 -0.48 1.70 0.29
H -0.76 0.92 2.42 0.22
H -2.82 2.63 -1.41 0.22
H -1.05 2.59 -1.92 0.19
H -2.04 1.26 -2.44 0.24
H 0.44 2.41 -0.45 0.51
```

For the energy above the lowest of the compared OMol25 structures with the same formula, charge and spin, the calculation gives 385.2 kJ/mol. The HOMO energy comes out at -9.552 eV. Its LUMO energy is 0.58 eV. Its total energy is -1082.41161 Ha. The largest force on an atom is 3.888 eV Å⁻¹. The charge is 0.